{
  "formula": "C24H21Cl2HgN9O2S",
  "method": "ωB97M-V/def2-TZVPD",
  "relative_energy_kj_mol": 0.00,
  "charge": -1,
  "mol_weight_g_mol": 771.06,
  "spin_multiplicity": 2,
  "homo_energy_ev": [-2.3, -4.5],
  "energy_ev": -82792.8515,
  "lumo_energy_ev": [2.344, 2.342],
  "homo_lumo_gap_ha": [0.170, 0.250],
  "symbols": ["Hg", "Cl", "C", "C", "C", "N", "C", "O", "C", "C", "C", "C", "C", "N", "C", "C", "C", "Cl", "N", "C", "O", "C", "C", "C", "C", "C", "N", "H", "H", "H", "H", "H", "H", "H", "H", "H", "H", "N", "N", "C", "N", "S", "H", "H", "H", "H", "H", "N", "C", "C", "C", "C", "C", "N", "H", "H", "H", "H", "H", "H"],
  "coordinates": [[0.36123, 0.16091, 0.30632], [-3.49389, -5.90796, -0.14138], [-3.06548, -4.21949, -0.11189], [-1.77164, -3.86622, 0.24851], [-1.36904, -2.53712, 0.28465], [-0.07307, -2.13088, 0.62718], [0.78128, -2.88939, 1.29791], [0.68766, -4.05764, 1.69238], [2.09872, -2.17812, 1.61440], [3.16326, -2.93579, 2.08888], [4.36605, -2.31436, 2.36217], [4.47917, -0.94442, 2.16153], [3.37248, -0.26053, 1.69739], [2.21169, -0.86100, 1.43748], [-2.30779, -1.51401, -0.07389], [-3.60911, -1.90004, -0.40501], [-3.98240, -3.23596, -0.42541], [-5.62292, -3.63344, -0.85225], [-1.87571, -0.20925, -0.00595], [-2.49153, 0.86494, -0.52383], [-3.53960, 0.85827, -1.23669], [-1.80160, 2.14057, -0.28994], [-2.38186, 3.34015, -0.71698], [-1.74495, 4.54504, -0.55619], [-0.45427, 4.54404, 0.06128], [0.08139, 3.35639, 0.45489], [-0.53913, 2.15756, 0.31609], [-1.07131, -4.63859, 0.52216], [3.00488, -3.99578, 2.22261], [5.21088, -2.88630, 2.72472], [5.40171, -0.41657, 2.35914], [3.40738, 0.80874, 1.52376], [-4.33514, -1.13853, -0.64144], [-3.35972, 3.27388, -1.17560], [-2.20487, 5.46704, -0.88482], [0.09679, 5.45984, 0.22809], [1.05747, 3.32449, 0.92932], [-0.44409, 1.87524, -3.74475], [-1.63291, 1.13322, -3.58491], [-1.70471, -0.17305, -3.90662], [-2.77900, -0.81260, -3.41936], [-0.54353, -0.93917, -4.87207], [-0.55861, 2.46690, -4.56453], [0.25601, 1.18499, -4.02558], [-2.21960, 1.44924, -2.81753], [-3.27908, -0.39205, -2.63051], [-2.77399, -1.81390, -3.50378], [1.70020, -2.03210, -1.99308], [2.12539, -0.80574, -2.41395], [2.88291, -0.67248, -3.59266], [3.32286, 0.57072, -3.96420], [3.01008, 1.68151, -3.17533], [2.25464, 1.46990, -2.04746], [1.83178, 0.25779, -1.66031], [1.53816, -2.70496, -2.72495], [0.99887, -2.04758, -1.25748], [3.08645, -1.54825, -4.19341], [3.89555, 0.69033, -4.87536], [3.31825, 2.68054, -3.44721], [1.93625, 2.29831, -1.42499]],
  "forces_ev_per_angstrom": [[-0.0991, 0.0033, 0.2386], [0.0073, 0.0073, 0.0019], [-0.0329, -0.0170, -0.0046], [0.0108, -0.0409, 0.0051], [-0.0618, 0.0320, -0.0339], [0.0317, -0.0302, -0.0287], [-0.0329, 0.0571, -0.0203], [0.0202, -0.0223, 0.0129], [-0.0184, 0.0584, -0.0167], [0.0387, -0.0416, 0.0257], [-0.0235, 0.0327, -0.0108], [-0.0043, -0.0198, 0.0046], [0.0169, 0.0210, 0.0262], [0.0545, -0.0408, -0.0680], [0.0393, 0.0826, 0.0311], [-0.0128, -0.0409, 0.0105], [0.0338, 0.0187, 0.0022], [-0.0154, 0.0020, -0.0052], [-0.0099, -0.0867, -0.0540], [0.0182, 0.0783, -0.0110], [-0.0214, -0.0262, -0.0174], [0.0072, -0.0762, -0.0130], [0.0070, 0.0654, -0.0076], [-0.0216, -0.0456, -0.0025], [0.0238, 0.0448, 0.0101], [-0.0338, -0.0505, 0.0141], [0.0848, 0.0051, -0.0373], [0.0090, 0.0126, 0.0026], [-0.0043, 0.0020, -0.0003], [-0.0012, -0.0076, -0.0008], [-0.0025, 0.0101, -0.0026], [0.0029, -0.0019, -0.0031], [-0.0083, 0.0046, 0.0008], [-0.0021, -0.0056, -0.0049], [-0.0011, 0.0042, -0.0019], [0.0040, -0.0014, 0.0021], [0.0074, 0.0099, -0.0024], [-0.0032, -0.1047, -0.2149], [0.0050, 0.0732, 0.1491], [0.0450, 0.0251, -0.0777], [-0.0240, -0.0571, 0.0289], [-0.0037, 0.0002, 0.0002], [-0.0670, -0.0180, 0.0186], [0.0595, 0.0469, 0.0944], [-0.0073, -0.0137, -0.0002], [0.0027, 0.0306, -0.0015], [-0.0025, 0.0075, -0.0125], [-0.0091, 0.0014, -0.0255], [-0.0330, -0.0015, 0.0005], [0.0125, -0.0031, -0.0142], [-0.0167, 0.0182, 0.0281], [0.0217, 0.0079, -0.0271], [0.0067, -0.0182, 0.0329], [0.0072, 0.0156, -0.0369], [-0.0098, -0.0023, 0.0092], [0.0149, 0.0074, 0.0045], [-0.0010, -0.0026, -0.0016], [0.0051, -0.0054, -0.0017], [-0.0023, 0.0001, -0.0026], [-0.0108, -0.0046, 0.0083]],
  "mulliken_charge": [1.81, -0.26, 0.01, -0.52, -0.38, -0.30, 0.38, -0.80, 0.33, -0.68, -0.32, -0.77, -0.14, -0.22, 0.34, -0.41, 0.14, -0.25, -0.53, -0.25, -0.94, 0.50, -0.25, -0.58, -0.60, -0.45, -0.15, 0.59, 0.48, 0.40, 0.39, 0.39, 0.54, 0.42, 0.41, 0.38, 0.40, -0.48, -0.06, 0.32, -0.39, -0.47, 0.23, 0.05, 0.30, 0.26, 0.24, -0.24, 0.36, -0.78, -0.29, -0.65, -0.40, 0.28, 0.31, -0.10, 0.40, 0.36, 0.45, 0.17]
}